(1)
DFT (the ωB97M-V functional and the def2-TZVPD basis) results for 8 unconnected molecules or ions with the total composition C27H68F18N5O4P3 in a non-equilibrium geometry.

## Properties
HOMO level, Eh: -0.4335
Net charge: +2
Calculated total energy, eV: -121519.71361
Spin multiplicity: 1

Cartesian coordinates (Å):
1 O -1.70 -6.52 -6.07
2 H -4.82 -3.34 2.95
3 C 3.35 10.53 2.62
4 F -0.24 -3.19 -2.19
5 H 6.20 10.36 8.56
6 H -3.59 3.39 -3.68
7 C 4.54 10.15 7.00
8 C -7.77 -3.43 0.50
9 C 7.62 -3.42 0.42
10 N -2.10 -8.02 -4.30
11 H 7.33 -6.05 -2.29
12 H 5.64 -2.35 -1.14
13 H 5.67 -1.54 0.44
14 C 3.43 10.24 4.07
15 P -1.48 -2.38 -1.50
16 N -4.74 3.43 -5.56
17 H 7.92 -2.46 0.84
18 F -2.41 -3.69 -1.27
19 C 4.31 7.95 4.72
20 H -2.11 -7.58 -3.40
21 C 5.66 -5.17 -1.41
22 H -7.53 1.69 -4.82
23 C -5.37 4.85 -5.47
24 H -0.57 -9.05 -5.46
25 C 2.43 5.02 2.82
26 H 2.86 9.67 2.15
27 H -6.27 -5.83 1.83
28 F -0.04 -10.38 1.22
29 F -0.75 -2.64 -0.04
30 H -3.93 2.09 -7.15
31 F -2.78 -1.68 -0.79
32 H 1.39 5.28 2.64
33 C 5.43 10.02 5.76
34 C -7.38 -4.05 1.81
35 H -8.82 -3.16 0.40
36 H 2.96 5.15 1.88
37 C -4.42 3.05 -7.01
38 F -7.32 -11.38 -0.24
39 H 3.55 7.99 5.51
40 H -7.44 1.11 -6.97
41 C -5.68 2.42 -4.92
42 H -4.52 -6.30 -4.68
43 H -5.66 2.51 -3.84
44 H 6.17 9.28 6.07
45 H 5.26 11.71 2.32
46 H 4.76 -3.79 2.20
47 C -3.39 3.49 -4.75
48 H 5.48 11.85 7.81
49 C -5.08 -4.40 2.85
50 H 6.47 -4.23 2.59
51 F -7.09 -10.38 -2.24
52 H -2.93 2.54 -5.03
53 F -0.12 -8.00 0.75
54 C 3.11 5.80 4.02
55 N 4.70 9.42 4.48
56 H 6.06 -2.55 2.48
57 H -7.24 -2.51 0.29
58 H -7.69 -4.09 -0.37
59 H 7.80 -3.33 -0.66
60 H -6.22 4.81 -6.14
61 H -5.72 4.99 -4.45
62 O 7.05 -5.27 -1.81
63 H 2.42 5.88 4.85
64 F 1.04 -7.76 2.70
65 H 3.61 10.67 6.79
66 H -2.79 4.31 -5.15
67 H 0.10 -7.81 -4.44
68 H 5.26 -6.13 -1.74
69 O -8.13 -4.17 2.76
70 F -8.16 -9.27 -0.50
71 H 4.26 9.18 7.42
72 H -5.22 1.43 -4.99
73 N -6.07 -4.84 1.82
74 C 5.30 10.83 8.15
75 P -6.69 -9.96 -0.79
76 F -6.11 -8.52 -1.32
77 H -3.65 3.78 -7.24
78 P 0.53 -8.99 1.88
79 H 5.89 10.95 5.40
80 H -5.36 -4.77 3.84
81 H 4.27 -2.55 0.12
82 H 8.05 -4.29 0.90
83 H -4.21 -5.95 -6.38
84 H 4.24 7.26 2.68
85 C 3.59 7.22 3.55
86 H 2.62 9.73 4.58
87 H -4.14 -4.91 2.65
88 F 1.89 -9.11 1.03
89 H 4.92 10.26 1.23
90 F -0.69 -0.95 -1.66
91 H 2.81 11.41 2.26
92 F -2.13 -2.12 -2.97
93 H 6.12 -5.79 0.57
94 H -5.25 3.21 -7.70
95 H 5.17 7.40 5.10
96 C -0.67 -8.58 -4.47
97 H -0.42 -9.24 -3.64
98 C 5.52 9.69 3.12
99 H 4.50 -4.94 0.38
100 F -0.88 -8.90 2.74
101 H 5.65 8.71 2.67
102 H -2.67 -8.84 -4.21
103 C 5.55 -5.00 0.08
104 F -5.29 -10.75 -1.07
105 H -5.66 -4.72 0.90
106 F -6.19 -9.56 0.74
107 C -7.01 2.38 -5.47
108 C -4.04 -6.68 -5.58
109 O -7.17 2.02 -6.82
110 C 4.85 10.70 2.22
111 H -4.66 5.59 -5.85
112 C 5.81 -3.53 2.07
113 C -2.57 -7.05 -5.40
114 H 4.64 10.95 9.00
115 H 2.43 3.96 3.09
116 C 5.33 -2.42 -0.09
117 H 5.21 -4.43 -2.07
118 H 3.99 5.25 4.34
119 N 6.09 -3.63 0.58
120 H 6.49 9.97 3.52
121 H 2.70 7.75 3.20
122 H -7.51 3.34 -5.38
123 F 1.29 -9.89 2.99
124 H 3.53 11.15 4.67
125 H -4.58 -7.54 -5.99

=====

(2)
DFT (the ωB97M-V functional and the def2-TZVPD basis) results for 11 unconnected molecules or ions with the total composition C27H70Cl6O24S8 in a non-equilibrium geometry.

## Properties
HOMO level, Eh: -0.3785
Calculated total energy, eV: -240085.49928
SMILES: CCOS(C)(=O)=O.CCOS(C)(=O)=O.CCOS(C)(=O)=O.CCOS(C)(=O)=O.CCOS(C)(=O)=O.CCOS(C)(=O)=O.CCOS(C)(=O)=O.CCOS(C)(=O)=O.ClCCl.ClCCl.ClCCl
Spin multiplicity: 1

Cartesian coordinates (Å):
1 O -2.42 6.17 -4.92
2 Cl 2.70 -1.80 3.97
3 S -1.02 0.20 1.38
4 O 6.55 0.60 1.11
5 H -5.80 -1.34 3.82
6 C -7.12 -1.22 2.15
7 H -6.80 -2.75 3.60
8 H -1.16 5.38 -1.86
9 H 5.04 4.72 -5.52
10 C 0.90 -2.61 6.88
11 O 5.94 -0.24 3.28
12 C -5.77 -2.95 -1.11
13 O -2.13 1.24 -3.14
14 H -1.35 0.29 3.51
15 H 1.51 6.18 -3.20
16 H 5.22 3.48 -6.91
17 C 5.33 3.65 -5.83
18 O 0.12 -0.08 0.32
19 H -1.57 -3.71 1.89
20 Cl -1.25 -3.95 -2.05
21 O -4.35 0.93 -3.76
22 O -0.65 4.75 -3.81
23 H 1.65 -2.93 7.62
24 H -4.84 -2.42 -1.04
25 S -6.98 -1.84 -0.26
26 H -0.10 -8.02 -1.10
27 H -5.87 0.01 -2.62
28 H 3.13 2.84 1.88
29 H -3.35 1.13 -0.29
30 Cl 1.13 -3.29 1.90
31 H 1.13 -2.82 5.87
32 C 7.48 1.62 -0.76
33 H -3.24 3.82 -5.99
34 O -1.94 -0.84 1.17
35 H 0.88 6.84 -1.60
36 C -6.71 1.56 -3.96
37 O -8.30 -2.42 -0.26
38 C -2.30 3.65 -5.43
39 O -1.51 1.51 1.11
40 H -6.06 -2.98 -2.13
41 O -3.02 4.63 -3.13
42 H 3.58 4.37 2.61
43 H -1.44 3.67 -6.21
44 O -0.14 -0.35 6.26
45 H -0.14 -3.01 7.04
46 S 6.20 -0.68 1.96
47 H 0.29 0.88 3.13
48 C -3.87 1.43 -1.17
49 S 0.90 -0.87 7.05
50 H -7.77 1.34 -3.58
51 C 7.66 -1.64 2.05
52 H 0.18 -8.36 0.67
53 H -6.94 -0.19 1.91
54 H 6.81 2.38 -0.32
55 H 1.58 1.89 7.01
56 Cl 1.37 3.81 3.08
57 H 5.78 0.20 -0.75
58 O 4.54 1.13 -5.67
59 H -1.12 -1.65 -2.71
60 C 1.07 0.94 0.10
61 C 3.19 0.46 6.93
62 H -1.76 -6.22 -0.59
63 O -4.03 -6.04 1.19
64 Cl 2.52 4.57 0.44
65 H 2.66 0.31 1.53
66 H 0.19 7.25 -3.24
67 H 2.66 0.39 -4.10
68 H 2.40 1.82 5.46
69 C -6.81 -1.68 3.58
70 H 4.16 0.30 6.50
71 O 0.82 -0.61 8.43
72 C 1.68 0.95 -4.20
73 H 0.90 1.15 -0.96
74 O -2.87 -5.74 3.33
75 H 0.29 4.41 -2.15
76 C 0.61 6.46 -2.63
77 H 3.20 -2.22 1.71
78 H 3.26 -3.75 2.73
79 H 0.58 -6.84 -0.08
80 H 1.36 1.29 -3.18
81 C -0.29 5.27 -2.50
82 H -5.86 -0.48 -4.28
83 C 6.78 0.35 -0.32
84 H 8.19 -1.72 1.09
85 H -2.30 -7.85 0.02
86 H -4.92 1.23 -1.19
87 H 8.27 -1.24 2.84
88 O -6.90 -0.57 -0.86
89 C -0.74 -2.27 -1.87
90 O 3.03 2.97 -4.85
91 H -0.18 -0.98 3.11
92 C 2.73 -2.80 2.51
93 H 7.33 -2.64 2.33
94 C 2.60 1.84 6.54
95 C -1.55 -7.06 0.10
96 H 3.00 -0.19 -0.16
97 S 4.52 2.44 -4.95
98 H 3.22 0.38 7.99
99 H -7.56 -1.25 4.28
100 H -6.83 1.64 -5.03
101 C 1.91 2.07 -5.18
102 O -6.37 -1.88 1.14
103 O 5.23 -1.39 1.23
104 H 3.00 1.55 0.27
105 H 3.28 2.57 6.78
106 S -3.31 0.64 -2.64
107 H 2.10 1.76 -6.20
108 H -1.01 -1.94 -0.80
109 H -3.28 -3.40 1.69
110 H -2.36 -4.04 0.29
111 O -3.26 -0.79 -2.27
112 C -2.46 -4.04 1.37
113 H 6.35 3.41 -5.59
114 H 7.36 -0.58 -0.35
115 C -5.78 0.39 -3.65
116 H 0.98 0.29 -4.77
117 H 7.62 1.75 -1.85
118 H -8.15 -1.41 1.85
119 C -0.42 0.08 2.95
120 H 0.79 1.87 0.59
121 H 8.53 1.71 -0.37
122 O 5.00 2.45 -3.62
123 O 2.36 -0.68 6.54
124 H -2.29 2.70 -4.87
125 O -1.59 -6.49 1.41
126 H -5.67 -3.93 -0.65
127 H -3.64 2.52 -1.38
128 H -6.33 2.49 -3.53
129 Cl 1.01 -2.10 -2.06
130 C -0.15 -7.63 -0.09
131 S -2.88 -5.66 1.93
132 C 2.80 3.84 2.02
133 S -2.12 4.89 -4.25
134 C 2.50 0.59 0.45
135 H 1.07 2.79 -5.19

=====

(3)
DFT (the ωB97M-V functional and the def2-TZVPD basis) results for a molecular structure, C27H70O14 in a non-equilibrium geometry.

## Properties
HOMO level, Eh: -0.2526
Calculated total energy, eV: -57767.16439
Spin multiplicity: 1

Cartesian coordinates (Å):
1 O 2.34 4.87 0.19
2 H 0.05 2.70 -0.81
3 C -0.74 1.32 0.13
4 C 2.73 -0.46 -1.72
5 H -0.26 3.27 3.56
6 H 0.15 2.51 -2.39
7 H -3.67 1.88 1.47
8 O -3.68 1.12 0.89
9 C 2.24 -1.08 2.04
10 C 3.45 -1.89 2.43
11 O -3.34 -0.39 2.37
12 H -4.12 1.12 -0.12
13 C -2.37 -0.39 -4.73
14 H 1.45 -3.31 0.40
15 O -1.82 -1.83 1.60
16 H -1.20 2.19 -0.34
17 C -1.40 -3.87 -1.14
18 H 3.17 -2.89 2.77
19 H 2.65 -1.42 5.05
20 H 4.03 -0.65 0.04
21 C 2.19 -1.78 -2.14
22 C -2.58 -1.10 -2.57
23 H -2.24 0.07 -0.81
24 C 0.37 -3.44 0.32
25 H 2.90 0.30 4.73
26 H 1.11 -1.73 -2.23
27 C 1.23 5.31 0.93
28 H -3.39 -2.25 -5.17
29 C 2.49 -2.72 -1.06
30 H -1.79 -4.12 -2.13
31 H -2.78 -0.23 -1.94
32 H -0.57 4.22 1.31
33 H -0.95 -1.66 -3.91
34 H 0.68 -3.85 -1.72
35 C -0.49 2.60 2.74
36 H -2.46 -2.09 0.93
37 H -2.91 -1.22 2.17
38 H 0.24 -0.41 4.58
39 H 0.01 3.05 1.88
40 H 1.07 2.55 0.56
41 H -3.55 0.37 1.48
42 H -0.75 3.72 -2.21
43 O -0.77 2.77 -2.32
44 H -4.45 -0.82 -5.20
45 H -1.86 -0.60 -5.67
46 H -1.05 -1.55 1.11
47 C -1.65 0.07 0.11
48 C 4.09 -0.99 3.49
49 H 1.55 4.97 1.92
50 H -0.13 0.40 2.20
51 H 1.67 4.53 -1.64
52 C 0.49 0.73 -0.48
53 H 2.52 -0.28 1.36
54 C 2.97 -0.61 -0.21
55 H 1.44 -1.71 1.66
56 O -3.74 -1.46 -3.29
57 H 0.95 1.30 -3.16
58 H 3.50 -3.12 -1.15
59 H -1.88 2.22 -1.52
60 H -2.12 -5.35 0.38
61 H -0.72 5.08 -0.15
62 H -0.79 -0.04 -3.20
63 H 3.62 -0.15 -2.26
64 H -2.67 0.64 -4.57
65 H 1.03 -0.56 1.14
66 H 2.50 -2.13 -3.12
67 O 1.37 1.99 -2.64
68 H -2.06 -3.18 -0.62
69 O -2.59 1.76 -1.96
70 O -4.33 1.20 -1.05
71 C -0.36 0.47 4.33
72 H 4.44 -0.09 2.99
73 H 1.79 0.44 3.12
74 C 0.59 -0.68 0.15
75 H -1.36 0.05 4.21
76 H 2.69 3.22 -1.08
77 H -0.31 1.11 5.20
78 H 1.92 0.25 -1.89
79 H -0.48 1.64 1.14
80 O -0.80 -1.04 0.12
81 C 1.92 3.93 -0.77
82 H -3.17 -0.23 3.29
83 H 2.23 1.62 -2.42
84 H -3.48 1.38 -1.46
85 O 1.43 1.33 3.16
86 H 1.04 6.39 0.95
87 C -0.02 -3.24 -1.15
88 H 0.34 0.74 -1.56
89 C 0.07 1.15 2.96
90 O 1.82 -0.54 3.30
91 H 4.90 -1.36 4.11
92 H 0.02 -2.67 1.00
93 H 2.58 0.28 0.28
94 H -0.97 -6.07 -0.68
95 H -1.56 2.67 2.53
96 O 2.44 -1.89 0.13
97 C -3.62 -1.30 -4.68
98 H -2.84 2.34 -2.68
99 H 1.40 1.31 -0.33
100 H 1.89 -3.63 -0.99
101 H -2.30 -1.93 -1.92
102 C 0.68 3.29 -0.15
103 C 0.00 4.49 0.42
104 O -0.16 -4.72 0.67
105 H -2.36 -0.02 0.94
106 H 1.07 -1.45 -0.45
107 H -0.06 -2.19 -1.44
108 C 2.87 -0.68 4.27
109 C -1.50 -0.78 -3.57
110 H 4.09 -1.97 1.56
111 C -1.23 -5.11 -0.21

=====

The records above yield Kohn-Sham gap values of 8.27; 10.35; 6.88 eV, respectively.